Entry from OMol25: a structure of composition BeFH16O8 (ωB97M-V/def2-TZVPD).

Computed properties:
ΔE to the lowest compared entry with this formula, charge and spin   0.0 kJ/mol
Electronic energy   -19757.160 eV
Total charge   +1
HOMO level   -13.8 eV
Orbital gap   9.71 eV
Molecular weight   172.1 g/mol

```
26
BeFH16O8, DFT ωB97M-V/def2-TZVPD
Be -14.6180 -11.4470 21.4200
F -14.3370 -10.8440 22.7840
O -14.9300 -10.2280 20.3260
H -15.3440 -10.2440 19.4670
H -14.3120 -9.4810 20.2590
O -16.1060 -10.8320 24.7790
H -16.1480 -10.2900 25.5260
H -15.5180 -10.4670 24.0820
O -12.6250 -8.3980 23.4100
H -11.7530 -8.0000 23.3110
H -12.3950 -9.2300 23.8160
O -13.2800 -12.3980 20.7120
H -12.4330 -12.1210 20.3350
H -13.4090 -13.3000 20.3100
O -15.9020 -12.5460 21.3970
H -16.3990 -12.9770 20.6610
H -16.4430 -12.8120 22.1530
O -12.3400 -10.9470 24.3210
H -12.6100 -10.8440 25.2430
H -13.2150 -11.0170 23.8930
O -15.8260 -8.1660 23.4420
H -15.2960 -7.5320 22.9320
H -15.2520 -8.9110 23.3520
O -12.0920 -9.7060 21.1270
H -11.7230 -9.0720 20.4890
H -12.4100 -9.2220 21.8830
```

***

Entry from OMol25: a structure of composition Br2F2N3P3 (ωB97M-V/def2-TZVPD).

Computed properties:
Electronic energy   -177861.674 eV
HOMO level   -10.9 eV
Orbital gap   9.95 eV
Molecular weight   332.7 g/mol

```
10
Br2F2N3P3, DFT ωB97M-V/def2-TZVPD
N 1.1456 1.2790 -0.4566
N -1.1744 1.1170 0.7609
N -0.0160 -1.2117 -0.1622
F 1.4867 -0.6730 -2.2838
F -1.4471 -1.1340 1.9380
P -0.0159 2.1225 0.2817
P 1.2197 -0.3030 -0.5977
P -1.2547 -0.4548 0.5162
Br 3.0417 -1.0816 0.1956
Br -3.0894 -0.9903 -0.4402
```

***

Entry from OMol25: an isolated molecule of Br2FH2PSi (ωB97M-V/def2-TZVPD).

Computed properties:
ΔE to the lowest compared entry with this formula, charge and spin   321.9 kJ/mol
Electronic energy   -160001.938 eV
HOMO level   -9.1 eV
Orbital gap   8.13 eV
SMILES string   F[PH2]=[Si](Br)Br
Molecular weight   239.9 g/mol

```
7
Br2FH2PSi, DFT ωB97M-V/def2-TZVPD
F -1.6364 1.3984 -0.8616
P -0.8881 0.3942 0.2035
Si 1.4059 -0.4042 -0.7693
Br 2.1658 -2.1926 0.2978
Br 2.3845 1.2136 0.5425
H -1.4615 -1.0105 -0.4044
H -1.9703 0.6011 0.9914
```

***

Entry from OMol25: an isolated molecule of Br2H3N2P (ωB97M-V/def2-TZVPD).

Computed properties:
ΔE to the lowest compared entry with this formula, charge and spin   29.7 kJ/mol
Electronic energy   -152402.461 eV
HOMO level   -9.1 eV
Orbital gap   9.09 eV
SMILES string   NNP(Br)Br
Molecular weight   221.8 g/mol

```
8
Br2H3N2P, DFT ωB97M-V/def2-TZVPD
N 0.3853 -1.0756 -0.8550
N 0.4705 0.3384 -0.4375
P -0.9966 0.9149 0.5468
Br 0.2095 2.5348 1.6607
Br -1.0055 -0.7263 2.0142
H 0.8861 -1.6874 -0.2879
H -0.4105 -1.2592 -1.4217
H 0.4612 0.9605 -1.2195
```

***

Entry from OMol25: a cluster of 2 separate species, Br2OS2 in total (ωB97M-V/def2-TZVPD).

Computed properties:
ΔE to the lowest compared entry with this formula, charge and spin   0.0 kJ/mol
Electronic energy   -163800.538 eV
HOMO level (alpha / beta)   -8.8 / -9.3 eV
2S+1   3
Orbital gap (alpha / beta)   7.96 / 6.51 eV
Molecular weight   239.9 g/mol

```
5
Br2OS2, DFT ωB97M-V/def2-TZVPD
O -1.2342 0.3785 -0.4615
S -0.3009 -0.5177 -1.2195
S -0.7576 0.2061 2.3266
Br 1.2211 0.7058 -2.1973
Br 1.0716 -0.7727 1.5517
```

***

Entry from OMol25: a structure of composition Br5P (ωB97M-V/def2-TZVPD).

Computed properties:
ΔE to the lowest compared entry with this formula, charge and spin   9.5 kJ/mol
Electronic energy   -359501.828 eV
HOMO level   -9.5 eV
Orbital gap   6.74 eV
Molecular weight   430.5 g/mol

```
6
Br5P, DFT ωB97M-V/def2-TZVPD
Br -0.1664 -2.9033 1.4108
Br -2.4373 -0.1745 1.0322
Br -1.1457 -0.9491 -1.6543
Br 1.6863 -0.3588 -0.6005
Br 0.2638 0.7957 1.9089
P -0.3063 -0.7679 0.5140
```

***

Entry from OMol25: a structure of composition BrCd3N5O15 (ωB97M-V/def2-TZVPD).

Computed properties:
ΔE to the lowest compared entry with this formula, charge and spin   0.0 kJ/mol
Electronic energy   -121875.572 eV
HOMO level   -9.2 eV
Orbital gap   3.72 eV
Molecular weight   727.2 g/mol

```
24
BrCd3N5O15, DFT ωB97M-V/def2-TZVPD
Cd -18.4761 10.5906 -0.1532
Cd -14.1701 12.8299 -2.4196
Cd -15.5472 16.2519 0.6536
N -14.1089 14.7962 3.3073
O -14.8633 14.8997 4.2969
O -14.3834 15.5438 2.2948
O -13.2665 13.9246 3.2829
N -13.6558 15.8403 -2.0430
O -14.3219 15.6982 -0.9441
O -13.7117 14.8505 -2.8032
O -12.9292 16.7643 -2.2031
N -11.5102 12.5722 -0.6265
O -12.7577 12.9240 -0.7606
O -10.7323 12.4450 -1.5610
O -11.1271 12.4663 0.5295
N -20.4341 10.8138 2.6047
O -20.0120 10.3971 3.6551
O -19.6126 11.2402 1.6669
O -21.6270 10.8745 2.3381
N -16.4674 13.0835 0.0554
O -15.7382 12.7459 -0.8633
O -16.2110 14.0912 0.7153
O -17.4985 12.4120 0.3053
Br -16.3789 12.8202 -3.8353
```

***

Entry from OMol25: a structure of composition BrCl4HSi2 (ωB97M-V/def2-TZVPD).

Computed properties:
ΔE to the lowest compared entry with this formula, charge and spin   0.0 kJ/mol
Electronic energy   -135909.647 eV
HOMO level   -9.8 eV
Orbital gap   9.27 eV
Molecular weight   278.9 g/mol

```
8
BrCl4HSi2, DFT ωB97M-V/def2-TZVPD
Si 0.2653 1.1430 -0.9137
Si -0.2910 -0.9174 0.8716
Cl 2.1405 0.6851 -1.3625
Cl -0.9496 0.9097 -2.5101
Cl -0.0155 -2.7866 0.1480
Cl 1.0488 -0.9433 2.5277
Br -2.2998 -0.5125 1.7843
H 0.1014 2.4220 -0.5452
```

***

Entry from OMol25: a cluster of 2 separate species, BrClFNO in total (ωB97M-V/def2-TZVPD).

Computed properties:
ΔE to the lowest compared entry with this formula, charge and spin   368.0 kJ/mol
Electronic energy   -88812.677 eV
HOMO level (alpha / beta)   -10.3 / -10.1 eV
Orbital gap (alpha / beta)   8.89 / 8.50 eV
Molecular weight   164.4 g/mol

```
5
BrClFNO, DFT ωB97M-V/def2-TZVPD
N -0.5330 0.2593 -0.5468
O 0.7256 -1.0337 0.0300
F -0.1281 1.1951 0.2858
Cl 2.0946 -0.2516 0.0913
Br -2.1591 -0.1692 0.1397
```

***

Entry from OMol25: an isolated molecule of BrClH2N2 (ωB97M-V/def2-TZVPD).

Computed properties:
ΔE to the lowest compared entry with this formula, charge and spin   179.5 kJ/mol
Electronic energy   -85573.396 eV
HOMO level   -9.6 eV
Orbital gap   8.99 eV
SMILES string   NN(Cl)Br
Molecular weight   145.4 g/mol

```
6
BrClH2N2, DFT ωB97M-V/def2-TZVPD
N 0.8093 0.2502 0.3994
N -0.7434 -0.4536 -0.0289
Cl -0.2910 -1.2709 -1.5388
Br -1.9195 1.0067 -0.3118
H 1.4362 -0.5188 0.3563
H 0.7084 0.9864 1.1239
```

***

Entry from OMol25: an isolated molecule of BrClH2O2Si (ωB97M-V/def2-TZVPD).

Computed properties:
ΔE to the lowest compared entry with this formula, charge and spin   151.3 kJ/mol
Electronic energy   -94573.901 eV
HOMO level   -9.5 eV
Orbital gap   9.14 eV
SMILES string   O[Si](O)(Cl)Br
Molecular weight   177.5 g/mol

```
7
BrClH2O2Si, DFT ωB97M-V/def2-TZVPD
O 0.3603 0.0673 1.4134
Si 0.1452 -0.4143 -0.0850
O 1.0901 0.3206 -1.1638
Cl -0.4229 -2.3619 -0.1816
Br -2.2270 1.0545 -0.0489
H 0.4420 0.7981 2.0049
H 0.6124 0.5357 -1.9390
```

***

Entry from OMol25: an isolated molecule of BrClH4Si2 (ωB97M-V/def2-TZVPD).

Computed properties:
ΔE to the lowest compared entry with this formula, charge and spin   76.4 kJ/mol
Electronic energy   -98386.147 eV
HOMO level   -10.4 eV
Orbital gap   10.31 eV
SMILES string   [SiH3][Si@H](Cl)Br
Molecular weight   175.6 g/mol

```
8
BrClH4Si2, DFT ωB97M-V/def2-TZVPD
Si -1.0876 0.3583 0.4400
Si 0.8565 -0.2242 -0.5948
Cl 1.3463 -2.3288 0.2996
Br 2.4030 1.2918 0.0644
H -1.2191 -0.4324 1.7400
H -0.8813 1.7111 0.5645
H -2.2190 -0.0477 -0.3672
H 0.8014 -0.3282 -2.1464
```

***

Entry from OMol25: an isolated molecule of BrClHNO2S (ωB97M-V/def2-TZVPD).

Computed properties:
ΔE to the lowest compared entry with this formula, charge and spin   39.5 kJ/mol
Electronic energy   -98994.721 eV
HOMO level (alpha / beta)   -6.7 / -11.4 eV
2S+1   3
Orbital gap (alpha / beta)   6.60 / 7.62 eV
Molecular weight   194.4 g/mol

```
7
BrClHNO2S, DFT ωB97M-V/def2-TZVPD
N -0.2275 0.6508 -0.0663
O -1.2512 -1.0867 -1.6975
O -2.6274 0.7628 -0.9692
S -1.6481 -0.1575 -0.6944
Cl 0.1390 1.4891 -1.5322
Br -2.3133 -1.2592 0.9918
H 0.4250 0.0150 0.1936
```

***

Entry from OMol25: an isolated molecule of BrClINO (ωB97M-V/def2-TZVPD).

Computed properties:
ΔE to the lowest compared entry with this formula, charge and spin   466.6 kJ/mol
Electronic energy   -94195.688 eV
HOMO level (alpha / beta)   -8.7 / -8.7 eV
Orbital gap (alpha / beta)   5.77 / 5.77 eV
Molecular weight   272.3 g/mol

```
5
BrClINO, DFT ωB97M-V/def2-TZVPD
N -0.4480 -1.1533 0.8263
O 1.5201 1.4012 -0.1114
Cl 0.1925 2.0321 -0.5663
Br 0.4369 -2.3214 -0.1857
I -1.7016 0.0413 0.0371
```

***

Entry from OMol25: a cluster of 2 separate species, BrClINO in total (ωB97M-V/def2-TZVPD).

Computed properties:
ΔE to the lowest compared entry with this formula, charge and spin   286.6 kJ/mol
Electronic energy   -94197.553 eV
HOMO level (alpha / beta)   -9.8 / -10.1 eV
Orbital gap (alpha / beta)   6.56 / 7.09 eV
Molecular weight   272.3 g/mol

```
5
BrClINO, DFT ωB97M-V/def2-TZVPD
N 0.0323 -0.1089 0.7406
O 0.8879 0.6632 0.5140
Cl 1.6428 0.9807 -1.2334
Br 0.0710 -1.9618 0.0450
I -2.6340 0.4268 -0.0663
```

***

Entry from OMol25: a structure of composition BrClINO (ωB97M-V/def2-TZVPD).

Computed properties:
ΔE to the lowest compared entry with this formula, charge and spin   97.5 kJ/mol
Electronic energy   -94199.513 eV
HOMO level   -9.3 eV
Orbital gap   7.97 eV
Molecular weight   272.3 g/mol

```
5
BrClINO, DFT ωB97M-V/def2-TZVPD
N -0.2793 1.8480 1.2611
O 0.7441 2.4190 1.0502
Cl 2.6235 -1.4090 -1.7293
Br -0.9740 1.1220 -0.3112
I 2.3591 0.0746 -0.2990
```

***

Entry from OMol25: a cluster of 2 separate species, BrClN2O2 in total (ωB97M-V/def2-TZVPD).

Computed properties:
ΔE to the lowest compared entry with this formula, charge and spin   155.1 kJ/mol
Electronic energy   -89632.514 eV
HOMO level (alpha / beta)   -11.3 / -11.3 eV
Orbital gap (alpha / beta)   7.75 / 7.91 eV
Molecular weight   175.4 g/mol

```
6
BrClN2O2, DFT ωB97M-V/def2-TZVPD
N 0.2688 0.4381 0.5801
N 0.4945 -0.3482 -0.5895
O 0.8333 0.1125 1.6021
O -0.5240 1.3324 0.4764
Cl -1.2471 -1.9992 0.0013
Br 0.1745 0.4644 -2.0704
```

***

Entry from OMol25: a structure of composition BrClN2O2 (ωB97M-V/def2-TZVPD).

Computed properties:
ΔE to the lowest compared entry with this formula, charge and spin   142.4 kJ/mol
Electronic energy   -89632.645 eV
HOMO level   -10.0 eV
Orbital gap   7.34 eV
Molecular weight   175.4 g/mol

```
6
BrClN2O2, DFT ωB97M-V/def2-TZVPD
N 0.0877 -0.0736 -0.1832
N -0.2990 -0.9779 -1.0626
O -0.4890 -0.1989 1.0772
O 0.8365 0.8667 -0.3907
Cl -0.1490 0.7690 2.5669
Br 0.3287 -0.5150 -2.6597
```

***

Entry from OMol25: a structure of composition BrCoH10O5 (ωB97M-V/def2-TZVPD).

Computed properties:
ΔE to the lowest compared entry with this formula, charge and spin   856.6 kJ/mol
Electronic energy   -118056.536 eV
Total charge   +1
HOMO level (alpha / beta)   -14.2 / -14.2 eV
2S+1   4
Orbital gap (alpha / beta)   5.65 / 3.44 eV
Molecular weight   228.9 g/mol

```
17
BrCoH10O5, DFT ωB97M-V/def2-TZVPD
Co -24.4001 26.8003 -8.7317
Br -24.5121 24.2529 -9.2796
O -22.3998 24.0586 -12.0104
H -22.7331 24.1505 -11.1178
H -22.4803 24.9345 -12.3880
O -26.6034 22.4557 -11.6429
H -26.9443 23.2689 -12.0155
H -25.8910 22.7352 -11.0680
O -22.6169 21.4004 -8.6100
H -22.8385 22.2236 -9.0451
H -23.4554 20.9506 -8.5060
O -25.4367 21.8987 -6.5108
H -25.3401 21.1955 -7.1530
H -25.4123 22.7026 -7.0298
O -28.0543 23.1421 -8.5455
H -27.2889 23.7145 -8.5989
H -28.5134 23.2774 -9.3744
```

***

no.,strongest force on any atom (eV/Å)
1,3.04
2,4.00
3,4.06
4,4.47
5,1.92
6,2.04
7,4.47
8,4.80
9,2.56
10,4.56
11,4.10
12,2.93
13,8.02
14,1.62
15,1.72
16,6.65
17,3.33
18,4.40
19,2.35